The following is a DFT calculation (ωB97M-V/def2-TZVPD) of an isolated ion of composition C7H7ClFN2O and charge +1 in a non-equilibrium geometry.

Geometry as XYZ:
```
19
C7H7ClFN2O | the Open Molecules 2025 dataset | ωB97M-V/def2-TZVPD
H 0.446 1.265 -1.329
C 1.283 0.009 1.391
F 2.763 0.237 -1.771
C -1.521 0.745 0.013
H 0.841 0.155 2.361
H 0.234 -0.172 -2.409
C -0.835 -1.624 -0.214
C 1.775 -0.387 -0.979
H 1.914 -1.413 -0.943
H -3.193 1.144 1.161
N -0.486 -0.326 -0.402
H -3.059 -0.784 1.125
O -1.119 1.809 -0.253
C -2.815 0.273 0.601
Cl -3.974 0.022 -0.779
C 2.065 0.023 0.391
N -1.240 -2.686 -0.078
H 3.093 0.268 0.592
C 0.463 0.121 -1.348
```

Output
Total charge   +1
Electronic energy   -27627.18107 eV
Orbital gap   7.47 eV
Multiplicity   1
Energy relative to the best compared isomer or geometry (same formula, charge and spin)   39.1 kcal per mole
HOMO   -0.541 Eh
LUMO   -7.26 eV

=====

The following is a DFT calculation (ωB97M-V/def2-TZVPD) of an isolated ion of composition C20H34BF6N2OS2 and charge +1 in a non-equilibrium geometry.

Geometry as XYZ:
```
66
C20H34BF6N2OS2 | the Open Molecules 2025 dataset | ωB97M-V/def2-TZVPD
O 2.187 1.097 0.385
H -1.564 0.319 -5.163
H 4.102 -0.535 1.275
H 2.838 -1.744 1.624
C -0.817 -0.067 -4.461
C -0.311 0.372 -1.819
C 3.591 -1.425 0.902
C 1.236 0.515 -1.912
H -0.758 -0.678 0.015
H -1.202 0.037 2.269
H 4.358 -2.197 0.841
C -2.035 1.624 -0.276
H 1.105 0.556 6.257
H 1.750 0.446 -3.904
H -0.447 0.309 7.052
F -1.417 4.395 -0.569
H 2.495 -2.038 -0.888
C -0.806 -0.877 -1.056
N -0.730 1.592 -0.985
H -0.592 -4.276 -1.764
F -2.133 -2.014 -4.017
C -1.056 -3.391 -1.336
H 0.192 -0.582 4.185
F 1.132 -2.083 -5.327
H 0.555 -1.086 6.649
N 1.836 -0.112 -3.063
C 0.235 -0.103 6.306
H -0.985 1.890 5.328
C -0.475 -0.184 4.957
C -0.938 -1.549 -4.434
H 2.831 -0.239 -2.924
H -1.973 -3.143 -1.868
C -0.849 1.034 1.984
H 0.565 -2.200 -2.180
F 0.642 4.872 -1.015
C -0.009 -2.416 -4.754
C -0.078 -2.215 -1.300
H 2.191 0.761 1.290
H -1.279 -0.919 5.048
H -2.584 2.471 -0.685
H -2.140 1.038 4.286
C 2.994 -1.159 -0.486
H -0.019 0.865 1.299
H -1.161 1.671 -3.316
H -2.591 0.742 -0.570
C 0.065 2.607 -1.087
C -1.079 1.166 4.517
S -1.639 -3.832 0.344
B 2.128 0.143 -0.587
H 0.690 1.629 3.384
H -0.613 2.811 3.205
H -2.945 1.312 1.589
H 0.565 -2.395 -0.438
H -2.179 0.326 -2.874
H 0.146 0.207 -4.877
C -1.150 0.595 -3.116
H -2.054 2.801 1.543
C -0.393 1.743 3.270
F 0.146 3.902 0.860
H 3.834 -0.980 -1.179
S 1.443 2.397 -2.040
H -0.747 -4.797 0.594
H -1.863 -1.026 -1.280
C -0.157 3.978 -0.436
F -0.083 -3.714 -4.529
C -2.000 1.750 1.259
```

Output
Total charge   +1
Electronic energy   -64965.41823 eV
Orbital gap   7.52 eV
Multiplicity   1
HOMO   -0.426 Eh
LUMO   -4.09 eV

=====

The following is a DFT calculation (ωB97M-V/def2-TZVPD) of a 3-piece molecular cluster, C4H17N2O2 overall in a non-equilibrium geometry.

Geometry as XYZ:
```
25
C4H17N2O2 | the Open Molecules 2025 dataset | ωB97M-V/def2-TZVPD
H 2.600 -1.830 -0.005
H -0.861 1.215 1.181
O 0.987 0.154 -2.345
H 1.100 -2.680 -0.852
H -1.187 -2.230 0.053
H -2.917 -0.275 0.804
H -2.519 2.685 0.381
N 0.533 -0.993 0.365
H -1.128 -1.893 1.677
H 1.984 0.187 -2.533
H 0.706 1.087 -2.036
H -0.923 2.793 -0.700
C -0.914 -1.399 0.634
C 1.451 -2.180 0.162
C -1.949 -0.277 0.227
H 0.776 -0.151 1.043
H 2.720 1.321 1.754
N -1.099 0.907 0.280
O 1.953 1.236 1.262
H 0.528 -0.708 -0.531
H -2.518 1.806 -1.097
H 1.066 -2.927 0.846
H -2.351 -0.528 -0.721
H 2.094 2.077 0.797
C -1.709 2.110 -0.341
```

Output
Total charge   +1
Electronic energy   -11490.24365 eV
Orbital gap   9.98 eV
Multiplicity   1
Energy relative to the best compared isomer or geometry (same formula, charge and spin)   84.1 kcal per mole
HOMO   -0.476 Eh
LUMO   -2.97 eV

=====

The following is a DFT calculation (ωB97M-V/def2-TZVPD) of C29H41F5HoP2 as an isolated structure in a non-equilibrium geometry.

Geometry as XYZ:
```
78
C29H41F5HoP2 | the Open Molecules 2025 dataset | ωB97M-V/def2-TZVPD
F 3.013 1.657 4.571
H -1.908 -3.479 -0.035
F 4.714 5.390 2.172
H -0.679 2.855 -1.408
H 0.304 -1.547 -7.232
H -1.413 -2.455 -1.401
F 3.455 4.513 -0.145
H 1.584 1.375 -2.363
H -2.902 1.806 -1.364
H -3.378 -0.527 2.133
F 4.458 3.893 4.461
H -0.406 -2.036 -3.466
C -1.747 -0.327 -3.943
H 3.608 0.246 -8.126
C -1.806 -2.427 -0.372
H -2.604 1.037 1.832
H 1.413 -0.840 -8.484
C -0.461 3.489 -6.413
C 2.562 1.788 2.193
H -3.575 0.359 -3.069
H -1.528 1.357 -8.077
C 0.429 -1.941 0.772
H 1.864 -1.319 3.836
C 3.959 4.273 2.194
C 0.755 -0.309 -3.488
H -3.139 0.036 0.473
C 3.094 2.309 3.361
H 0.217 3.168 -3.595
H 2.074 2.114 -6.250
H -1.626 0.480 -4.676
C 3.802 3.502 3.357
C 1.354 -1.328 -7.493
C -0.268 0.603 3.433
C 3.761 -0.051 -7.080
C -1.508 0.889 -7.082
H -2.608 -0.674 -2.039
H 1.394 1.410 -7.780
C -0.417 -0.950 -3.640
Ho 1.937 0.132 0.599
C -1.031 2.157 -2.198
C -0.954 -1.642 0.519
H -2.829 -2.022 -0.406
C -0.153 2.140 -3.415
H -2.342 -1.089 -4.473
H 4.337 0.723 -6.554
H 1.654 -0.941 -3.346
C -1.329 -0.621 1.406
P -0.245 1.716 -6.082
H -2.491 1.014 -6.598
H 0.413 1.444 3.278
H 0.067 0.097 4.360
H 0.388 4.047 -5.979
C 1.047 1.192 -3.317
H 2.531 -2.428 2.611
C -2.552 0.165 -2.743
H -1.272 0.992 3.609
C 1.225 -3.016 0.124
C 2.066 -1.439 2.770
H 2.321 -2.831 0.137
C -2.689 0.006 1.460
H 4.311 -1.004 -7.031
P 2.177 -0.307 -6.173
H -0.522 3.623 -7.504
C 1.415 1.334 -6.665
H -1.386 3.829 -5.915
H 0.907 -3.154 -0.912
C -2.130 1.406 -2.028
H 1.054 -3.974 0.648
H 1.785 1.483 -4.090
H -1.316 -0.186 -7.177
H 1.903 -2.285 -7.514
C 2.627 2.649 1.112
H -0.778 1.883 -4.329
C -0.250 -0.339 2.273
C 3.322 3.848 1.036
C 0.769 -1.311 2.023
H 2.863 -0.629 2.569
F 2.107 2.101 -0.321
```

Output
Total charge   +1
Electronic energy   -88688.20640 eV
Orbital gap (alpha / beta)   4.41 / 4.53 eV
Multiplicity   5
HOMO (alpha / beta)   -0.326 / -0.326 Eh
LUMO (alpha / beta)   -4.47 / -4.35 eV

=====

The following is a DFT calculation (ωB97M-V/def2-TZVPD) of C4H7N5 as an isolated structure in a non-equilibrium geometry.

Geometry as XYZ:
```
16
C4H7N5 | the Open Molecules 2025 dataset | ωB97M-V/def2-TZVPD
N -1.656 1.888 0.628
N 0.823 -0.646 0.212
H 0.800 2.175 1.697
H -0.125 -1.764 1.282
C -0.596 -0.031 -1.744
C 1.420 0.107 1.098
H 2.448 -0.248 1.338
N -0.132 -1.068 -2.386
N -0.541 -0.066 -0.069
H -0.016 -2.585 -0.029
H -1.280 1.021 -2.399
H 0.555 -1.871 -1.823
C 0.806 1.256 1.204
N 0.619 -1.957 0.561
C -0.621 1.162 0.641
H -2.232 1.255 0.119
```

Output
Electronic energy   -11704.93376 eV
Orbital gap   9.50 eV
Multiplicity   1
Energy relative to the best compared isomer or geometry (same formula, charge and spin)   197.0 kcal per mole
HOMO   -0.328 Eh
LUMO   0.57 eV

=====

The following is a DFT calculation (ωB97M-V/def2-TZVPD) of an isolated molecule of C5H9OP in a non-equilibrium geometry.

Geometry as XYZ:
```
16
C5H9OP | the Open Molecules 2025 dataset | ωB97M-V/def2-TZVPD
H 2.348 -0.363 -1.463
C 0.062 -0.193 -0.715
H -0.941 2.215 -1.418
H -1.940 -0.399 -0.360
H -2.098 -0.025 1.889
C 1.342 -0.807 -1.165
H 1.640 -1.822 -0.838
H 1.053 -0.103 1.772
C -1.086 -0.215 1.540
H 0.743 1.947 -1.922
C 0.047 0.176 2.154
P 0.249 2.055 -0.730
H 0.296 0.604 3.051
H -0.884 -1.759 0.038
O 0.202 -0.590 -2.009
C -1.032 -0.723 0.177
```

Output
Electronic energy   -16662.65211 eV
Orbital gap   9.62 eV
Structure (SMILES)   C=CC[C@@]1(P)CO1
Multiplicity   1
Energy relative to the best compared isomer or geometry (same formula, charge and spin)   97.7 kcal per mole
HOMO   -0.319 Eh
LUMO   0.96 eV

=====

The following is a DFT calculation (ωB97M-V/def2-TZVPD) of a 2-piece molecular cluster, C2H5N3 overall in a non-equilibrium geometry.

Geometry as XYZ:
```
10
C2H5N3 | the Open Molecules 2025 dataset | ωB97M-V/def2-TZVPD
N -1.386 -0.156 -0.445
H 3.132 -0.690 1.259
H -1.225 1.814 -0.284
C 2.098 0.083 -0.576
H 1.607 0.427 -1.438
N -1.744 -1.168 0.210
H -1.542 -2.001 -0.346
H -1.985 1.027 1.091
N -1.622 0.995 0.142
C 2.667 -0.332 0.388
```

Output
Electronic energy   -6621.44075 eV
Orbital gap   10.61 eV
Structure (SMILES)   [H]/N=N/N.C#C
Multiplicity   1
Energy relative to the best compared isomer or geometry (same formula, charge and spin)   80.6 kcal per mole
HOMO   -0.349 Eh
LUMO   1.12 eV

=====

The following is a DFT calculation (ωB97M-V/def2-TZVPD) of C16H46N4O6Sr as an isolated structure in a non-equilibrium geometry.

Geometry as XYZ:
```
73
C16H46N4O6Sr | the Open Molecules 2025 dataset | ωB97M-V/def2-TZVPD
H 2.753 0.750 -2.197
C -2.602 -3.836 -0.991
H -1.598 -2.107 0.847
H 0.602 1.485 -2.537
C -2.070 3.446 0.233
H 4.220 -1.952 -2.175
C -0.021 0.593 -2.653
C 3.827 -1.646 3.046
H 1.666 -2.057 -1.848
H -1.039 0.889 -2.411
N -0.964 -2.266 0.054
C 2.644 -0.772 3.343
H -0.469 -3.135 0.256
C 5.380 -2.409 1.507
H -2.069 -0.246 2.827
H -2.235 -0.454 -1.165
O -4.327 4.313 0.099
H -3.418 0.580 -2.844
C -2.612 -1.416 -1.544
H -1.057 -2.776 -1.984
H -1.802 4.077 1.090
H -3.486 -0.213 -4.379
C -3.633 -0.399 -3.316
H 5.529 -3.254 2.192
H 3.616 -0.734 0.006
H 5.456 -2.792 0.491
C 4.127 -0.892 -2.437
C 2.839 -0.296 -1.885
H 5.014 -0.393 -2.049
H -1.592 3.448 -1.882
H -3.428 -3.677 -0.285
C -3.554 3.139 0.222
O -2.761 -1.397 -2.917
H -0.345 2.404 0.268
H -3.178 -4.020 -1.915
H -6.191 3.509 -0.393
H 3.559 -0.162 5.225
H -6.176 5.094 0.410
C -1.759 -2.604 -1.163
O 1.382 2.261 0.605
H 4.137 -0.793 -3.527
H 1.185 -2.203 3.077
H -2.290 4.980 -1.308
O 4.143 -1.774 1.689
H 4.665 -1.183 3.598
H -3.616 -1.503 -1.077
H 3.686 -2.634 3.522
H -3.744 2.389 -0.568
O -1.274 -0.106 2.323
H 1.548 -1.277 -3.384
H -4.669 -0.661 -3.071
H -1.485 1.832 1.317
H 0.664 -0.660 3.244
H -0.601 4.505 -0.939
N 2.823 -0.221 -0.380
N -1.348 2.156 0.349
O 0.420 -0.481 -1.838
H 2.472 -1.489 5.442
H 2.883 0.221 2.936
H -5.862 3.612 1.357
C -5.708 4.111 0.393
N 1.364 -1.250 2.772
H -0.012 0.253 -3.694
H 6.214 -1.709 1.677
C 1.617 -1.061 -2.310
H -2.035 -4.730 -0.744
C 2.601 -0.557 4.870
H -3.788 2.608 1.170
H 2.284 2.544 0.731
C -1.634 4.155 -1.043
H 1.789 0.107 5.162
Sr 0.372 -0.012 0.608
H 2.976 0.751 -0.107
```

Output
Electronic energy   -36420.04096 eV
Orbital gap   8.35 eV
Multiplicity   1
Energy relative to the best compared isomer or geometry (same formula, charge and spin)   0.0 kcal per mole
HOMO   -0.296 Eh
LUMO   0.30 eV

=====

Which of these has the highest electronic energy? C2H5N3

=====

Which value of multiplicity does entry 6 give? 1

=====

multiplicity of number 5 (C4H7N5)? 1